Entry from OMol25: an isolated molecule of C6H13NO in a non-equilibrium geometry (wB97M-V/def2-TZVPD).

Results
Structure (SMILES): C=NCC(C)(C)CO
E_LUMO: 0.8 eV
Strongest force on any atom: 3.59 eV Å⁻¹
Molecular weight: 115.18 g/mol

Positions of all 21 atoms, in Å:
O1 1.975 -0.693 -1.815
N1 0.442 1.583 1.603
C1 -0.071 -0.227 -0.259
C2 -1.519 0.208 -0.466
C3 -0.499 1.351 2.417
C4 0.578 -0.487 -1.799
C5 0.852 0.838 0.259
C6 0.033 -1.546 0.512
H1 -2.081 0.224 0.471
H2 -2.053 -0.506 -1.103
H3 -0.493 -2.352 -0.010
H4 -0.404 -1.464 1.508
H5 -1.221 0.524 2.338
H6 0.938 1.664 -0.455
H7 0.312 0.320 -2.489
H8 1.078 -1.854 0.623
H9 2.398 0.162 -2.004
H10 1.856 0.461 0.476
H11 0.111 -1.403 -2.172
H12 -0.654 2.001 3.295
H13 -1.577 1.196 -0.933


Entry from OMol25: a cluster of 2 separate species, C6H13NO in total in a non-equilibrium geometry (wB97M-V/def2-TZVPD).

Results
E_LUMO (alpha / beta): -3.7 / -7.0 eV
Strongest force on any atom: 7.28 eV Å⁻¹
Total charge: +1
Molecular weight: 115.18 g/mol
Spin multiplicity: 2

Positions of all 21 atoms, in Å:
O1 2.535 -2.050 -1.478
N1 -1.056 -1.633 1.640
C1 0.182 0.534 -1.103
C2 0.775 2.862 -1.780
C3 -0.575 -0.602 0.904
C4 0.534 1.800 -0.737
C5 -2.081 -1.264 2.742
C6 -0.019 -0.750 -0.278
H1 1.153 3.883 -1.515
H2 0.323 2.027 0.342
H3 3.458 -2.003 -1.370
H4 -1.444 -1.146 3.684
H5 -0.081 0.471 -2.209
H6 0.137 -1.593 -0.960
H7 -0.119 3.238 -2.406
H8 1.491 2.450 -2.496
H9 -2.838 -2.109 2.645
H10 -1.324 -2.426 1.043
H11 -0.600 0.372 1.385
H12 -2.573 -0.263 2.625
H13 2.122 -1.800 -0.676


Entry from OMol25: an isolated molecule of C6H13NO2S in a non-equilibrium geometry (wB97M-V/def2-TZVPD).

Results
Structure (SMILES): CON(C)C(=O)[C@H](C)CS
E_LUMO: 0.6 eV
Strongest force on any atom: 3.14 eV Å⁻¹
Molecular weight: 163.24 g/mol

Positions of all 23 atoms, in Å:
S1 -0.269 3.622 -0.034
O1 -0.887 -0.844 -1.337
O2 1.143 -2.144 -0.501
N1 0.722 -1.042 0.239
C1 -0.334 -0.362 -0.338
C2 1.868 -0.302 0.776
C3 -0.701 0.955 0.194
C4 -0.057 1.968 -0.765
C5 -2.227 1.042 0.080
C6 0.436 -3.359 -0.178
H1 2.564 -1.060 1.276
H2 -2.575 0.674 -0.891
H3 -0.464 1.300 1.241
H4 -0.566 -3.220 -0.702
H5 2.518 0.237 -0.059
H6 0.872 3.359 0.703
H7 -0.569 2.011 -1.735
H8 -2.477 2.128 0.128
H9 1.050 1.851 -0.963
H10 1.399 0.316 1.546
H11 -2.745 0.450 0.863
H12 0.159 -3.411 0.944
H13 1.141 -4.167 -0.485


Entry from OMol25: an isolated molecule of C6H13NO3 in a non-equilibrium geometry (wB97M-V/def2-TZVPD).

Results
Structure (SMILES): [H]/N=C(\O)C[C@H](O)C[C@@H](C)O
E_LUMO: 0.7 eV
Strongest force on any atom: 5.30 eV Å⁻¹
Molecular weight: 147.17 g/mol

Positions of all 23 atoms, in Å:
O1 2.082 -0.044 -1.630
O2 -4.011 -1.091 -3.645
O3 -1.527 -2.284 -3.845
N1 0.382 -0.447 -0.237
C1 0.838 -0.927 -1.301
C2 -3.514 -0.466 -2.456
C3 0.255 -1.622 -2.480
C4 -1.262 -1.658 -2.596
C5 -4.220 0.852 -2.192
C6 -1.994 -0.323 -2.505
H1 -3.903 1.263 -1.223
H2 1.224 0.367 -0.040
H3 -1.708 0.317 -3.357
H4 -5.309 0.711 -2.171
H5 0.625 -2.660 -2.462
H6 0.703 -1.226 -3.406
H7 -3.768 -1.173 -1.650
H8 -2.476 -2.184 -4.016
H9 -1.682 0.210 -1.597
H10 -4.016 -0.444 -4.358
H11 2.203 -0.096 -2.587
H12 -1.624 -2.295 -1.770
H13 -3.973 1.588 -2.973


Entry from OMol25: a structure of composition C6H13NO3P in a non-equilibrium geometry (wB97M-V/def2-TZVPD).

Results
E_LUMO (alpha / beta): -2.5 / -9.1 eV
Strongest force on any atom: 6.44 eV Å⁻¹
Total charge: +1
Molecular weight: 178.15 g/mol
Spin multiplicity: 3

Positions of all 24 atoms, in Å:
P1 -0.966 -0.070 0.236
O1 -2.097 0.994 0.401
O2 -1.841 -1.210 -0.395
O3 -0.249 -0.479 1.543
N1 0.321 0.570 -0.505
C1 -3.353 0.504 0.144
C2 2.792 1.043 -0.098
C3 1.995 -1.254 -0.481
C4 1.120 0.054 1.580
C5 -3.122 -0.693 -0.778
C6 1.634 0.062 0.132
H1 1.542 -0.710 2.255
H2 3.724 0.668 0.163
H3 2.839 1.501 -1.155
H4 0.998 1.090 1.928
H5 -3.976 0.342 1.039
H6 0.461 0.705 -1.527
H7 1.980 -1.242 -1.634
H8 -3.966 1.356 -0.368
H9 -3.840 -1.416 -0.711
H10 1.396 -2.154 -0.009
H11 3.067 -1.444 -0.344
H12 -3.009 -0.163 -1.808
H13 2.549 1.946 0.394


Entry from OMol25: an isolated molecule of C6H13NS in a non-equilibrium geometry (wB97M-V/def2-TZVPD).

Results
Structure (SMILES): CC(C)[C@]1(CN)CS1
E_LUMO: 0.9 eV
Strongest force on any atom: 2.40 eV Å⁻¹
Molecular weight: 131.24 g/mol

Positions of all 21 atoms, in Å:
S1 -1.476 -1.814 -0.388
N1 -1.735 1.640 -0.854
C1 0.787 0.133 -0.443
C2 1.356 -0.948 -1.342
C3 -0.612 -0.307 0.185
C4 1.793 0.446 0.744
C5 -0.689 -1.358 1.171
C6 -1.495 0.890 0.393
H1 -1.334 -1.237 2.039
H2 0.751 -1.088 -2.281
H3 0.571 1.026 -1.027
H4 1.413 -1.907 -0.808
H5 -2.456 0.510 0.897
H6 2.654 0.964 0.244
H7 1.331 1.172 1.502
H8 0.165 -1.968 1.377
H9 -2.216 0.984 -1.506
H10 2.235 -0.423 1.266
H11 -2.374 2.408 -0.662
H12 -1.025 1.560 1.115
H13 2.356 -0.683 -1.622